No. 1
The following is a quantum chemistry calculation of a molecular structure, C14H32Cl6F20HfNO8P3S2 at a distorted geometry, from the OMol25 dataset.

```
87
Properties=species:S:1:pos:R:3:forces:R:3:lowdin_charge:R:1
Hf -3.4767 -0.5178 -0.5563 3.8 2.9 3.0 2.28
P -3.1307 1.8932 2.5720 0.4 2.6 2.6 0.23
F -2.0507 2.7630 1.7564 -0.7 -0.9 -0.3 -0.12
F -3.1181 2.9488 3.7708 -0.4 -0.4 -0.2 -0.11
F -4.3513 2.6801 1.8567 0.5 -0.5 -0.5 -0.14
F -4.2848 0.9507 3.2558 0.4 -0.1 0.3 -0.15
F -3.1375 0.7073 1.3615 0.1 -1.0 -2.3 -0.26
F -1.9647 1.0605 3.2934 -0.6 -0.3 -0.5 -0.11
P -3.5006 2.3982 -1.8637 3.1 4.4 -2.0 0.25
F -3.5859 0.8418 -2.5555 -1.0 -1.4 -0.5 -0.23
F -2.4195 2.9993 -2.8934 -1.3 -0.9 0.3 -0.09
F -4.7088 2.9251 -2.7703 0.6 -1.0 1.3 -0.07
F -3.4029 3.6530 -0.8769 -0.3 -0.8 -1.1 -0.07
F -4.4067 1.7024 -0.7375 -1.8 -2.1 1.3 -0.19
F -2.2111 1.6631 -1.1570 0.0 -1.0 1.7 -0.19
P 0.3848 -0.3770 0.6017 3.4 0.2 -0.4 0.21
F -1.2664 -0.3721 0.2764 -3.1 -0.8 -0.5 -0.26
F 0.2079 -1.2919 1.9037 -0.8 0.2 0.2 -0.13
F 0.4879 -1.7351 -0.2603 -0.5 -0.1 -0.2 -0.15
F 1.9992 -0.4174 0.8128 -1.0 0.7 0.1 -0.14
F 0.5110 0.4884 -0.7527 0.3 -0.1 0.5 -0.13
F 0.1214 0.9158 1.4674 0.4 0.0 -0.1 -0.09
N -2.2129 -1.6640 -1.9482 0.1 -3.5 0.3 -0.39
S -1.1385 -1.5161 -3.1528 2.7 8.2 -4.7 0.49
O -1.8246 -1.5609 -4.4148 0.4 -1.0 1.3 -0.20
O 0.2218 -1.9605 -3.0456 -2.1 -0.5 0.6 -0.17
F -1.0308 0.0750 -2.8955 0.2 -1.2 -0.2 -0.18
S -1.9850 -3.3886 -2.1325 -2.7 -5.6 5.4 0.59
O -0.8455 -4.0091 -1.5106 -0.4 1.8 -1.6 -0.19
O -2.7345 -4.0377 -3.1481 0.9 1.3 -0.9 -0.18
F -3.0154 -3.6817 -0.8948 -0.8 0.9 0.0 -0.24
Cl 2.0356 4.9328 1.0479 -0.1 -0.1 0.4 0.52
C 0.3939 4.2989 0.6862 0.7 0.0 -0.2 -0.63
C 0.2767 4.0163 -0.7998 -1.5 -0.1 0.4 -0.66
Cl 0.5060 5.4810 -1.8060 0.1 -0.5 0.1 0.54
H -0.2992 5.0463 1.0633 -0.1 0.1 -0.4 0.07
H 0.2115 3.3880 1.2519 0.3 -0.1 -0.1 0.04
H -0.7609 3.7105 -0.9273 -0.2 0.3 -0.2 0.03
H 0.8110 3.1390 -1.1581 0.8 0.5 0.0 0.07
Cl 4.3982 3.5187 -1.0018 0.0 -0.2 -0.6 0.60
C 5.1542 2.7674 0.3980 -0.1 0.5 1.3 -0.66
C 4.6926 1.3571 0.6266 -0.9 -1.4 -1.3 -0.68
Cl 5.2789 0.6346 2.1300 0.3 0.1 0.3 0.58
H 4.8297 3.3922 1.2313 0.0 -0.1 0.1 0.05
H 6.2378 2.8632 0.3619 0.0 -0.2 -0.3 0.08
H 4.9423 0.6633 -0.1817 0.8 0.3 0.0 0.05
H 3.6173 1.1724 0.5963 -0.1 1.0 0.5 0.05
Cl 3.4177 -2.7481 5.2074 0.2 0.0 0.2 0.56
C 3.2560 -2.6745 3.4507 -0.7 -0.2 -0.8 -0.66
C 1.9692 -3.3540 2.9931 -0.4 0.9 -0.2 -0.71
Cl 1.8777 -5.0978 3.2447 0.2 -0.4 0.1 0.55
H 4.1157 -3.1091 2.9444 0.1 -0.1 0.3 0.07
H 3.1969 -1.6281 3.1532 0.0 0.0 0.1 0.05
H 1.7711 -3.1658 1.9386 0.4 -0.1 -0.1 0.05
H 1.1030 -2.9189 3.4884 0.2 0.0 0.3 0.05
C -6.5573 0.5114 0.8637 -0.8 0.3 -0.6 -0.01
O -5.3727 -0.3348 0.8900 -0.3 -0.4 -0.8 -0.32
C -5.6255 -1.4139 1.7933 0.8 -1.3 0.1 -0.16
C -4.3175 -1.9974 2.2313 0.8 0.2 1.5 -0.14
O -3.3220 -2.0198 1.1886 -1.0 1.3 -2.0 -0.32
C -2.1838 -2.8265 1.5210 0.8 -1.7 0.8 -0.05
H -6.8154 0.8991 1.8475 0.8 0.2 0.1 0.12
H -7.4310 -0.0815 0.5825 0.2 -0.2 -0.4 0.11
H -6.3827 1.2974 0.1378 -0.1 0.1 0.2 0.09
H -6.2237 -2.1930 1.3157 -0.3 0.3 -0.2 0.15
H -6.0927 -1.1018 2.7269 -0.3 0.5 -0.3 0.16
H -4.4599 -2.9915 2.6593 0.0 -0.2 -0.5 0.15
H -3.8919 -1.4287 3.0606 0.1 0.4 -0.2 0.14
H -1.7628 -2.5587 2.4891 -0.2 0.5 -0.1 0.12
H -1.3834 -2.8198 0.7879 -0.3 0.5 -0.2 0.07
H -2.5305 -3.8592 1.5981 -0.1 0.1 -0.1 0.12
C 3.6854 -2.6782 -0.8289 -0.1 0.6 -0.2 -0.08
O 4.5885 -1.8860 -1.6077 -0.5 0.3 0.8 -0.18
C 3.8917 -0.9532 -2.3989 0.9 0.9 -1.7 -0.21
C 4.9994 -0.1529 -3.1407 0.0 -0.2 0.6 -0.20
O 4.5917 1.0171 -3.8312 -0.6 -0.4 0.9 -0.17
C 5.6108 1.9594 -3.9609 0.7 1.1 -0.8 -0.15
H 3.0960 -3.2349 -1.5595 0.1 -0.9 0.5 0.09
H 2.9614 -2.1307 -0.2209 0.1 0.7 -0.4 0.05
H 4.2530 -3.1814 -0.0481 0.2 -0.8 -0.7 0.09
H 3.2662 -0.2731 -1.8174 -0.2 -0.1 0.0 0.12
H 3.3686 -1.4304 -3.2344 -0.8 -0.3 0.5 0.12
H 5.4391 -0.8122 -3.8924 0.3 -0.2 0.2 0.13
H 5.7107 0.0567 -2.3361 0.4 0.3 -0.3 0.11
H 5.6707 2.7517 -3.2076 -0.4 -0.5 0.4 0.03
H 5.4382 2.5104 -4.8889 0.0 -0.2 -0.1 0.09
H 6.6182 1.5349 -4.0207 -0.1 -0.4 -0.1 0.09
```
Positions in Å, forces in eV/Å.

Computed properties:
HOMO level = -9.152 eV
orbital gap = 4.3 eV
2S+1 = 1
net charge = 0



No. 2
The following is a quantum chemistry calculation of a molecular structure, C14H32IrNO2P2Si at a distorted geometry, from the OMol25 dataset.

```
53
Properties=species:S:1:pos:R:3:forces:R:3:lowdin_charge:R:1
Ir -0.0031 -0.0582 0.0628 -2.7 -0.2 0.5 0.97
P -0.8495 1.4764 1.7823 -1.9 0.3 0.3 0.80
C -2.5842 1.7118 1.2518 0.5 -0.8 -0.3 -0.14
C -2.8244 1.3970 -0.0922 -1.8 0.5 -0.6 -0.36
N -1.7596 0.9203 -0.8494 2.4 -0.3 2.1 -0.10
C -1.8591 0.8722 -2.1716 0.1 -0.2 -2.6 -0.35
C -3.0382 1.1840 -2.8576 -0.4 -0.4 0.5 0.01
C -4.1889 1.4795 -2.1367 0.1 -0.3 -2.0 -0.05
C -4.0857 1.5534 -0.7599 1.7 -0.2 2.1 0.03
C -0.6752 0.3928 -2.9739 0.0 0.2 0.1 -0.23
P 0.4664 -0.6927 -2.0226 0.2 -0.7 -2.5 0.73
H -4.9477 1.6968 -0.1389 -0.3 0.3 0.2 0.13
H -3.0281 1.0846 -3.9396 -0.2 0.2 0.2 0.13
H -5.1287 1.6079 -2.6687 0.2 0.1 0.3 0.13
H -1.0407 -0.1877 -3.8296 0.2 0.3 -0.1 0.11
H -0.0634 1.2422 -3.3210 -0.2 -0.2 0.0 0.12
H -1.8603 -2.3861 1.4373 -0.2 1.5 -1.5 0.12
H -3.4404 1.9450 1.8892 0.5 0.1 0.1 0.11
H -0.5749 -6.2514 1.2867 0.4 0.1 0.1 0.04
O -1.9260 -1.6051 0.7886 0.3 -1.5 0.7 -0.13
H -2.3709 -1.9300 -0.0252 0.2 0.1 0.8 0.07
H 1.1375 -1.2434 -0.1286 -0.8 0.4 0.6 -0.02
O 0.3022 -5.9191 1.5420 -0.4 1.0 -0.4 -0.06
H 0.3040 -4.9723 1.2743 0.0 -1.1 0.3 0.02
C 0.1017 -2.4467 -2.4659 0.0 0.1 0.6 -0.20
H -0.2328 -2.5067 -3.5147 0.1 0.0 0.4 0.08
H 1.0396 -3.0116 -2.3298 -0.4 0.1 -0.1 0.07
H -0.6492 -2.8534 -1.7688 0.2 0.1 -0.5 0.04
C 2.1551 -0.4898 -2.7246 -0.1 0.2 0.3 -0.20
H 2.9008 -0.7247 -1.9472 -0.2 0.1 -0.4 0.04
H 2.2907 -1.1943 -3.5633 -0.2 0.3 0.3 0.08
H 2.3045 0.5431 -3.0738 0.0 -0.4 0.1 0.07
C -0.1419 3.1570 1.6098 0.3 -0.1 0.1 -0.21
H -0.8517 3.9122 1.9824 0.2 -0.4 0.0 0.08
H 0.8271 3.2694 2.1124 -0.3 -0.1 0.0 0.05
H 0.0186 3.3390 0.5391 -0.2 -0.1 0.2 0.05
C -0.8589 0.8306 3.5218 0.3 0.1 -0.3 -0.20
H 0.0673 1.1640 4.0113 -0.4 -0.2 0.0 0.04
H -1.7370 1.1702 4.0984 0.3 0.0 -0.5 0.08
H -0.8714 -0.2730 3.4700 0.0 0.5 0.1 0.06
C 2.8813 1.5306 0.0450 -0.5 0.4 -0.6 -0.18
Si 2.0605 0.1096 1.0262 5.4 0.3 1.9 0.33
C 3.2964 -1.4085 0.8431 -1.0 0.3 -0.2 -0.20
C 2.3745 0.5077 2.8918 -0.8 0.1 0.1 -0.21
H 2.9278 1.3091 -1.0238 0.0 0.1 0.1 0.00
H 3.9119 1.7389 0.3586 -0.2 -0.4 0.3 0.07
H 2.3390 2.4750 0.1360 0.0 0.0 0.0 0.02
H 4.3687 -1.2055 1.0083 -0.6 0.3 0.0 0.06
H 2.9914 -2.1680 1.5788 0.1 0.0 -0.3 0.04
H 3.1885 -1.8276 -0.1663 0.2 -0.3 0.2 0.00
H 3.4356 0.4852 3.1960 -0.2 -0.2 -0.7 0.06
H 2.0216 1.4906 3.2273 0.0 -0.1 -0.2 0.01
H 1.8790 -0.2400 3.5226 0.1 0.1 0.0 0.03
```
Positions in Å, forces in eV/Å.

Computed properties:
HOMO level (spin up / spin down) = -10.806 / -15.928 eV
orbital gap (spin up / spin down) = 4.1 / 5.4 eV
2S+1 = 5
net charge = +2
energy relative to the best compared isomer or geometry (same formula, charge and spin) = 6.62 kcal/mol